[1]
{"formula": "C51H47BiCl3GeN5O2", "method": "ωB97M-V with the def2-TZVPD basis set", "lumo_energy_ev": [0.0, 0.5], "e_tot_ev": -165116.918, "e_above_lowest_kj_mol": 132.8, "charge": 0, "homo_lumo_gap_ev": [4.9, 6.5], "elements": ["Bi", "C", "N", "C", "C", "C", "C", "C", "C", "N", "C", "C", "C", "C", "C", "C", "N", "C", "C", "C", "C", "C", "N", "H", "H", "H", "H", "H", "H", "H", "H", "H", "H", "H", "H", "H", "H", "H", "H", "H", "H", "Cl", "C", "Cl", "H", "H", "Cl", "C", "C", "C", "C", "C", "C", "C", "O", "O", "H", "H", "H", "H", "C", "C", "C", "C", "N", "C", "C", "H", "H", "H", "H", "H", "H", "H", "C", "Ge", "C", "C", "C", "C", "C", "C", "C", "C", "C", "C", "C", "C", "C", "C", "C", "C", "C", "C", "H", "H", "H", "H", "H", "H", "H", "H", "H", "H", "H", "H", "H", "H", "H", "H"], "xyz": [[-0.1491, -0.1367, -0.9474], [-2.3924, -3.3700, -0.1250], [-0.9831, -3.1321, 0.1807], [-0.1278, -4.1773, -0.3650], [0.7451, -3.7913, -1.5425], [1.2204, -4.8068, -2.3706], [2.0194, -4.4827, -3.4481], [2.3213, -3.1475, -3.6764], [1.8175, -2.2105, -2.7986], [1.0570, -2.5187, -1.7433], [-0.7719, -2.9468, 1.6228], [-1.4570, -1.7321, 2.1528], [-2.6786, -1.8372, 2.7624], [-3.4513, -0.7320, 3.1313], [-2.9112, 0.5338, 2.8317], [-1.6962, 0.6444, 2.2405], [-0.9224, -0.4583, 1.8756], [-2.7439, -3.1396, -1.5739], [-2.7706, -4.1895, -2.4843], [-3.1274, -3.9385, -3.8001], [-3.4524, -2.6450, -4.1613], [-3.4009, -1.6612, -3.1835], [-3.0668, -1.8906, -1.9191], [-3.0005, -2.6881, 0.4668], [-2.6672, -4.4011, 0.1528], [-0.7397, -5.0152, -0.7065], [0.5167, -4.5890, 0.4205], [0.9520, -5.8370, -2.1671], [2.3909, -5.2562, -4.1098], [2.9147, -2.8361, -4.5253], [2.0267, -1.1533, -2.9369], [0.3064, -2.9082, 1.7830], [-1.1458, -3.8134, 2.1888], [-3.0469, -2.8396, 2.9511], [-4.4095, -0.8469, 3.6152], [-3.4397, 1.4450, 3.0820], [-1.2515, 1.6046, 2.0183], [-2.5201, -5.1940, -2.1646], [-3.1541, -4.7420, -4.5260], [-3.7342, -2.3925, -5.1748], [-3.6450, -0.6342, -3.4367], [3.9584, -1.7362, -0.2278], [4.9023, -0.5461, -1.1257], [3.9444, 0.8569, -1.6305], [5.2881, -1.0248, -2.0163], [5.7029, -0.1945, -0.4865], [-1.7883, 2.1119, -9.6479], [-1.4420, 1.5197, -8.0453], [-1.2862, 0.1574, -7.8430], [-1.0114, -0.3047, -6.5642], [-0.8959, 0.5799, -5.4987], [-1.0554, 1.9413, -5.7249], [-1.3283, 2.4200, -6.9987], [-0.6088, 0.0464, -4.1103], [-0.4279, -1.1692, -3.9680], [-0.5408, 0.9175, -3.1826], [-1.3767, -0.5257, -8.6773], [-0.8809, -1.3618, -6.3689], [-0.9616, 2.6208, -4.8877], [-1.4514, 3.4794, -7.1832], [-3.0279, 5.8806, -0.6032], [-2.3714, 4.5308, -0.6230], [-3.0005, 3.4219, -1.1723], [-2.3646, 2.1942, -1.1601], [-1.1473, 2.0262, -0.6420], [-0.5310, 3.0863, -0.1174], [-1.1044, 4.3412, -0.0804], [-3.9651, 5.8762, -1.1575], [-2.3719, 6.6361, -1.0374], [-3.2396, 6.1839, 0.4241], [-3.9864, 3.5086, -1.6104], [-2.8309, 1.3038, -1.5704], [0.4546, 2.9085, 0.2842], [-0.5546, 5.1622, 0.3648], [0.4687, -0.1993, 1.4910], [1.3954, 0.8105, 2.9413], [1.9089, 2.6382, 2.4524], [2.5607, 2.8079, 1.2272], [3.0043, 4.0546, 0.8085], [2.8044, 5.1674, 1.6157], [2.1750, 5.0180, 2.8431], [1.7375, 3.7641, 3.2592], [3.1188, -0.0144, 3.4222], [4.2279, 0.1312, 2.5865], [5.4613, -0.4099, 2.9223], [5.6128, -1.1096, 4.1107], [4.5291, -1.2470, 4.9657], [3.2973, -0.6988, 4.6268], [0.2475, 0.6249, 4.5222], [-0.3611, 1.6551, 5.2404], [-1.1921, 1.3852, 6.3202], [-1.4404, 0.0733, 6.6988], [-0.8567, -0.9658, 5.9885], [-0.0224, -0.6884, 4.9147], [1.0110, -1.1410, 1.4113], [2.6979, 1.9571, 0.5681], [3.4997, 4.1574, -0.1497], [3.1469, 6.1432, 1.2941], [2.0309, 5.8772, 3.4864], [1.2868, 3.6745, 4.2362], [4.1359, 0.6931, 1.6642], [6.3094, -0.2843, 2.2587], [6.5739, -1.5336, 4.3747], [4.6440, -1.7737, 5.9051], [2.4740, -0.7933, 5.3229], [-0.2234, 2.6861, 4.9472], [-1.6546, 2.2033, 6.8596], [-2.0953, -0.1377, 7.5355], [-1.0580, -1.9939, 6.2642], [0.4130, -1.5167, 4.3627]], "forces_ev_per_a": [[0.4, -0.3, 0.0], [-0.1, 0.0, -0.1], [0.2, 0.1, -0.1], [0.0, 0.1, 0.0], [0.0, 0.0, 0.0], [0.0, 0.0, 0.0], [0.0, 0.0, 0.0], [0.0, -0.1, 0.0], [0.0, 0.1, 0.1], [0.0, 0.0, 0.0], [0.0, 0.0, 0.1], [0.1, 0.2, -0.1], [-0.1, 0.1, 0.1], [0.0, 0.0, 0.0], [0.0, -0.1, 0.0], [0.1, -0.1, -0.1], [0.1, 0.0, 0.1], [0.0, -0.1, 0.0], [0.1, 0.0, 0.0], [0.0, 0.0, 0.0], [0.0, 0.0, 0.0], [0.0, 0.0, 0.0], [0.0, 0.0, 0.0], [0.1, 0.0, 0.0], [0.0, 0.0, 0.0], [0.0, -0.1, 0.1], [0.0, 0.1, 0.0], [0.0, 0.0, 0.0], [0.0, 0.0, 0.0], [0.0, 0.0, 0.0], [0.0, -0.1, 0.0], [0.0, 0.0, 0.1], [0.0, 0.0, 0.0], [0.0, 0.0, 0.0], [0.0, 0.0, 0.0], [0.0, 0.0, 0.0], [0.0, -0.1, 0.0], [0.0, 0.0, 0.0], [0.0, 0.0, 0.0], [0.0, 0.0, 0.0], [0.0, 0.0, 0.0], [0.0, 0.0, 0.0], [0.0, 0.0, 0.0], [0.0, -0.1, 0.0], [0.0, 0.0, 0.0], [0.0, 0.0, 0.0], [0.0, 0.0, 0.0], [0.0, 0.0, 0.0], [0.0, 0.0, 0.0], [0.0, 0.0, 0.0], [-0.1, 0.0, 0.0], [0.0, 0.0, 0.0], [0.0, 0.0, 0.0], [0.3, 0.1, 0.0], [-0.2, 0.0, 0.0], [-0.2, 0.1, 0.0], [0.0, 0.0, 0.0], [0.0, 0.0, 0.0], [0.0, 0.0, 0.0], [0.0, 0.0, 0.0], [0.0, 0.0, 0.0], [0.0, 0.1, 0.0], [-0.1, -0.1, 0.0], [0.0, -0.1, 0.0], [-0.2, 0.3, 0.0], [0.0, 0.0, 0.0], [0.0, 0.0, 0.0], [0.0, 0.0, 0.0], [0.0, 0.0, 0.0], [0.0, 0.0, 0.0], [0.0, 0.0, 0.0], [0.0, 0.1, 0.0], [0.0, 0.0, 0.0], [0.0, 0.0, 0.0], [-0.5, 0.1, 0.1], [0.0, -0.1, -0.1], [-0.1, 0.1, 0.0], [0.0, 0.0, 0.0], [0.0, 0.0, 0.0], [0.0, 0.0, 0.0], [0.0, -0.1, 0.0], [0.1, 0.0, -0.1], [0.1, 0.0, 0.0], [0.0, 0.0, 0.0], [0.0, 0.0, 0.0], [0.0, 0.0, 0.0], [0.0, 0.0, 0.0], [0.0, 0.0, -0.1], [0.0, 0.1, 0.1], [0.0, -0.1, 0.0], [0.0, 0.0, 0.0], [0.0, 0.0, 0.0], [0.0, 0.0, 0.0], [0.0, 0.0, 0.0], [-0.1, -0.1, 0.0], [0.0, 0.0, 0.0], [0.0, 0.0, 0.0], [0.0, 0.0, 0.0], [0.0, 0.0, 0.0], [0.0, 0.0, 0.0], [0.0, 0.0, 0.0], [0.0, 0.0, 0.0], [0.0, 0.0, 0.0], [0.0, 0.0, 0.0], [0.0, 0.0, 0.0], [0.0, 0.0, 0.0], [0.0, 0.0, 0.0], [0.0, 0.0, 0.0], [0.0, 0.0, 0.0], [0.0, 0.0, 0.0]], "lowdin_charge": [1.65, -0.14, -0.15, -0.13, -0.25, -0.03, -0.06, -0.05, -0.22, 0.00, -0.16, -0.25, -0.07, -0.09, -0.08, -0.14, -0.17, -0.27, -0.03, -0.06, -0.06, -0.15, 0.11, 0.11, 0.13, 0.11, 0.13, 0.11, 0.11, 0.11, 0.07, 0.11, 0.13, 0.12, 0.09, 0.11, 0.10, 0.11, 0.11, 0.10, 0.11, 0.57, -0.98, 0.54, 0.02, 0.02, 0.64, -0.67, -0.11, -0.02, -0.13, -0.02, -0.11, -0.66, -0.04, -0.24, 0.10, 0.11, 0.11, 0.10, -0.04, -0.25, 0.00, -0.13, -0.14, -0.12, 0.00, 0.08, 0.09, 0.09, 0.12, 0.10, 0.08, 0.12, -0.44, 1.02, -0.27, -0.17, -0.08, -0.09, -0.09, -0.09, -0.25, -0.14, -0.10, -0.09, -0.09, -0.10, -0.27, -0.10, -0.09, -0.09, -0.08, -0.13, 0.00, 0.04, 0.10, 0.10, 0.10, 0.08, 0.07, 0.10, 0.10, 0.10, 0.08, 0.08, 0.10, 0.10, 0.10, 0.10]}

***

[2]
{"formula": "C51H47N4O3P2ReS", "method": "ωB97M-V with the def2-TZVPD basis set", "spin_multiplicity": 4, "lumo_energy_ev": [-8.1, -8.9], "s2": 3.803, "e_tot_ev": -97271.581, "e_above_lowest_kj_mol": 0.0, "charge": 3, "homo_lumo_gap_ev": [6.5, 6.8], "elements": ["Re", "C", "O", "C", "O", "N", "N", "H", "H", "H", "H", "H", "H", "O", "C", "C", "C", "C", "C", "C", "P", "C", "C", "C", "C", "C", "C", "C", "C", "C", "C", "C", "C", "C", "C", "C", "C", "C", "C", "P", "C", "C", "C", "C", "C", "C", "C", "C", "C", "C", "C", "C", "H", "H", "H", "H", "H", "H", "H", "H", "H", "H", "H", "H", "H", "H", "H", "H", "H", "H", "H", "H", "H", "H", "H", "H", "H", "H", "H", "H", "C", "C", "C", "C", "C", "C", "N", "H", "H", "H", "H", "H", "H", "H", "H", "S", "C", "N", "C", "C", "C", "C", "C", "C", "H", "H", "H", "H", "H"], "xyz": [[-0.3693, -0.2860, -0.8262], [0.4874, 0.2841, 4.5662], [-0.1436, -0.0503, 3.3026], [0.5664, -0.2725, 2.2354], [-0.0653, -0.5386, 1.1821], [1.9003, -0.2610, 2.2927], [2.6345, -0.6247, 1.1611], [-0.3295, 0.4335, 5.2608], [1.0551, 1.2088, 4.4659], [1.1084, -0.5419, 4.9123], [2.3639, -0.0931, 3.1739], [3.1116, -1.5050, 1.3307], [3.3051, 0.1048, 0.9382], [1.8631, 1.0480, -3.3201], [2.6029, 1.4356, -2.2087], [3.9798, 1.4037, -2.3827], [4.8285, 1.8769, -1.3997], [4.2916, 2.4004, -0.2303], [2.9178, 2.4756, -0.0792], [2.0346, 2.0244, -1.0719], [0.2268, 2.2078, -0.7923], [0.0298, 3.0900, 0.7752], [0.5736, 4.3690, 0.9446], [0.3140, 5.0859, 2.0985], [-0.5096, 4.5460, 3.0845], [-1.0739, 3.2918, 2.9107], [-0.8072, 2.5646, 1.7557], [-0.3776, 3.4535, -1.9882], [0.2222, 3.6860, -3.2267], [-0.2861, 4.6564, -4.0806], [-1.3950, 5.4044, -3.7176], [-1.9828, 5.1993, -2.4764], [-1.4773, 4.2396, -1.6148], [1.7023, -1.5147, -3.2282], [2.6985, -1.8302, -4.3165], [2.4626, -2.7360, -5.2932], [1.2651, -3.4891, -5.3141], [0.3742, -3.4039, -4.2271], [0.5793, -2.5357, -3.1924], [-0.3653, -2.6464, -1.6555], [0.4904, -3.8401, -0.5869], [1.1343, -4.9408, -1.1541], [1.7311, -5.8909, -0.3400], [1.6814, -5.7546, 1.0435], [1.0305, -4.6684, 1.6108], [0.4400, -3.7093, 0.7981], [-1.9394, -3.4399, -2.0696], [-2.7296, -2.8929, -3.0830], [-3.9832, -3.4159, -3.3540], [-4.4639, -4.4867, -2.6085], [-3.6818, -5.0398, -1.6046], [-2.4215, -4.5215, -1.3329], [4.3711, 1.0135, -3.3144], [5.8998, 1.8521, -1.5508], [4.9424, 2.7884, 0.5437], [2.5170, 2.9230, 0.8201], [1.1855, 4.8106, 0.1656], [0.7375, 6.0737, 2.2267], [-0.7220, 5.1175, 3.9792], [-1.7390, 2.8844, 3.6622], [-1.2778, 1.6006, 1.6113], [1.0953, 3.1376, -3.5373], [0.2043, 4.8378, -5.0284], [-1.7862, 6.1598, -4.3871], [-2.8246, 5.8064, -2.1670], [-1.9227, 4.1369, -0.6331], [3.6253, -1.2656, -4.3051], [3.2061, -2.8977, -6.0642], [1.0677, -4.1837, -6.1184], [-0.4635, -4.0912, -4.1897], [1.1740, -5.0614, -2.2295], [2.2296, -6.7424, -0.7847], [2.1418, -6.5017, 1.6772], [0.9700, -4.5765, 2.6882], [-0.0822, -2.8730, 1.2493], [-2.3494, -2.0767, -3.6865], [-4.5841, -2.9990, -4.1529], [-5.4420, -4.8981, -2.8218], [-4.0459, -5.8860, -1.0366], [-1.8193, -4.9704, -0.5524], [-2.5920, 0.6305, -3.5525], [-1.1616, 0.3361, -3.7845], [-0.5887, 0.3341, -5.1260], [0.7034, 0.0620, -5.0130], [1.0678, -0.0920, -3.5516], [2.4377, -1.5104, -1.8801], [-0.2725, 0.0667, -2.8743], [-3.1817, 0.2704, -4.3957], [-2.7133, 1.7199, -3.5237], [-2.9730, 0.2116, -2.6266], [-1.1542, 0.5447, -6.0221], [1.4526, 0.0227, -5.7892], [2.6479, -2.5375, -1.5818], [1.8615, -1.0570, -1.0529], [3.3745, -0.9671, -1.9331], [-4.4040, -1.5333, 0.8671], [-2.8336, -1.5378, 0.2638], [-2.3978, -0.4201, -0.2819], [-3.3982, 0.5695, -0.2142], [-3.3159, 1.8719, -0.6902], [-4.4051, 2.7022, -0.5446], [-5.5846, 2.2505, 0.0615], [-5.6877, 0.9565, 0.5251], [-4.5797, 0.1241, 0.3805], [-2.2183, -2.4190, 0.3584], [-2.4191, 2.2004, -1.1872], [-4.3551, 3.7198, -0.9129], [-6.4269, 2.9220, 0.1594], [-6.6003, 0.5961, 0.9821]], "forces_ev_per_a": [[-0.1, 0.1, -0.1], [0.0, 0.0, 0.0], [0.0, 0.0, 0.0], [0.2, -0.1, -0.1], [0.0, 0.1, 0.2], [-0.1, 0.0, -0.1], [0.0, 0.0, 0.1], [0.0, 0.0, 0.0], [0.0, 0.0, 0.0], [0.0, 0.0, 0.0], [0.0, 0.0, 0.0], [0.0, 0.0, 0.0], [0.0, 0.0, 0.0], [0.0, 0.0, -0.1], [-0.1, 0.1, 0.0], [0.0, -0.1, 0.0], [0.0, 0.0, 0.0], [0.1, 0.0, 0.0], [0.0, 0.0, 0.0], [0.0, 0.1, 0.1], [0.1, -0.2, 0.0], [-0.1, 0.0, 0.0], [0.0, 0.0, 0.0], [0.0, 0.0, 0.0], [0.0, 0.0, 0.0], [0.0, 0.0, 0.0], [0.0, 0.0, 0.0], [0.0, 0.0, -0.1], [-0.1, 0.0, 0.0], [0.0, 0.0, 0.0], [0.0, 0.0, 0.0], [0.0, 0.0, 0.0], [0.1, 0.1, 0.0], [0.0, 0.1, 0.0], [0.0, 0.0, 0.0], [0.0, 0.0, 0.0], [0.0, 0.0, 0.0], [0.0, 0.0, 0.0], [-0.1, -0.1, 0.0], [0.0, 0.0, 0.0], [0.0, 0.0, -0.1], [0.0, 0.0, 0.0], [0.0, 0.0, 0.0], [0.0, 0.0, -0.1], [0.0, 0.0, 0.0], [-0.1, 0.0, 0.1], [0.0, 0.1, 0.0], [0.0, 0.0, 0.0], [0.0, 0.0, 0.0], [0.0, 0.0, 0.0], [0.0, 0.0, 0.0], [0.0, 0.0, 0.0], [0.0, 0.0, 0.0], [0.0, 0.0, 0.0], [0.0, 0.0, 0.0], [0.0, 0.0, 0.0], [0.0, 0.0, 0.0], [0.0, 0.0, 0.0], [0.0, 0.0, 0.0], [0.0, 0.0, 0.0], [0.0, 0.0, 0.0], [0.1, -0.1, 0.0], [0.0, 0.0, 0.0], [0.0, 0.0, 0.0], [0.0, 0.0, 0.0], [0.1, 0.0, 0.0], [0.0, 0.0, 0.0], [0.0, 0.0, 0.0], [0.0, 0.0, 0.0], [0.0, 0.0, 0.0], [0.0, 0.0, 0.0], [0.0, 0.0, 0.0], [0.0, 0.0, 0.0], [0.0, 0.0, 0.0], [0.0, 0.0, 0.0], [0.0, 0.0, 0.0], [0.0, 0.0, 0.0], [0.0, 0.0, 0.0], [0.0, 0.0, 0.0], [0.0, 0.0, 0.0], [0.0, 0.0, 0.0], [-0.2, 0.0, -0.1], [0.0, 0.0, -0.1], [0.0, 0.0, 0.1], [0.0, -0.1, 0.0], [-0.1, 0.0, -0.1], [0.1, 0.0, 0.2], [0.0, 0.0, 0.0], [0.0, 0.0, 0.0], [0.0, 0.0, -0.1], [0.0, 0.0, 0.0], [0.0, 0.0, 0.0], [0.0, 0.0, 0.0], [0.0, 0.0, 0.0], [0.0, 0.1, 0.0], [-0.1, 0.1, 0.0], [0.1, 0.0, 0.0], [0.1, 0.1, 0.0], [-0.1, 0.0, 0.1], [0.0, -0.1, 0.0], [0.0, 0.0, 0.0], [0.0, 0.0, 0.0], [-0.1, 0.0, 0.0], [0.1, -0.1, 0.0], [0.0, 0.0, 0.0], [-0.1, 0.0, 0.0], [0.0, 0.0, 0.0], [0.0, 0.0, 0.0], [0.0, 0.0, 0.0]], "mulliken_spin": [1.50, 0.00, 0.01, 0.02, 0.06, 0.01, 0.01, 0.00, 0.00, 0.00, 0.00, 0.00, 0.00, 0.02, -0.02, 0.00, 0.00, 0.00, 0.02, 0.04, 0.08, -0.02, 0.00, 0.00, 0.00, 0.00, 0.02, -0.01, 0.00, 0.00, 0.00, 0.00, 0.00, 0.05, 0.28, -0.05, 0.34, -0.07, 0.30, 0.11, 0.02, -0.02, 0.00, 0.00, 0.00, 0.02, -0.01, 0.02, 0.00, 0.00, 0.00, 0.00, 0.00, 0.00, 0.00, 0.00, 0.00, 0.00, 0.00, 0.00, -0.01, 0.00, 0.00, 0.00, 0.00, 0.00, 0.01, 0.00, -0.01, 0.02, 0.01, 0.00, 0.00, 0.00, 0.00, 0.00, 0.00, 0.00, 0.00, 0.00, 0.03, 0.03, 0.00, 0.04, -0.05, 0.13, -0.03, 0.00, 0.01, -0.01, 0.00, -0.02, -0.03, 0.03, 0.01, 0.02, 0.05, 0.02, 0.02, -0.03, 0.00, 0.00, 0.00, -0.01, -0.01, 0.02, 0.00, 0.00, 0.00]}